The following is a DFT calculation (wB97M-V/def2-TZVPD) of a cluster of 2 separate species, C4H5NO2S in total.

The HOMO-LUMO gap is 6.27 eV. The value obtained for the highest occupied orbital energy is -8.03 eV. As for the total energy: -758.5972 a.u.

Element x y z (Å)
S: 1.818 1.826 0.313
O: 2.135 -1.139 0.287
O: -1.331 1.971 -0.358
N: 0.840 -0.792 -0.017
C: -1.342 -0.499 -0.080
C: 0.574 0.612 -0.038
C: -0.290 -1.491 -0.173
C: -0.821 0.803 -0.139
H: 2.327 -1.936 -1.143
H: 1.362 2.009 1.698
H: -2.434 -0.799 -0.252
H: -2.317 1.959 -0.180
H: -0.522 -2.525 0.084

Mulliken atomic charge list, values in e, 8 entries:
1 S -0.237
2 O -0.531
3 O -0.519
4 N 0.482
5 C -0.623
6 C -0.516
7 C -0.346
8 C 0.863